Entry 1:
{
  "formula": "C7H16O",
  "method": "ωB97M-V/def2-TZVPD",
  "smiles": "C=C(CC)CCC.O",
  "total_charge": 0,
  "e_homo_ev": -8.97,
  "fmax_ev_per_a": 3.2,
  "relative_energy_kj_mol": 160.8,
  "symbols": ["C", "C", "C", "C", "C", "C", "C", "H", "H", "H", "H", "H", "H", "H", "H", "H", "H", "H", "H", "H", "H", "H", "H", "O"],
  "xyz": [[-1.665194, 0.140357, -1.174227], [-0.204852, 0.614284, -1.062534], [0.059460, 0.929092, 0.456220], [0.724433, -0.137966, 1.279952], [0.614218, -1.447195, 1.006598], [1.706261, 0.223756, 2.383296], [2.984939, 0.745664, 1.759457], [-2.373466, 0.839303, -0.731351], [-1.771102, -0.892141, -0.822921], [-2.036554, 0.096097, -2.200203], [0.461753, -0.083374, -1.543473], [-0.163645, 1.617393, -1.495549], [0.857355, 1.689396, 0.374819], [-0.765110, 1.537317, 0.826177], [0.088597, -1.910123, 0.186378], [1.063235, -2.162893, 1.685544], [1.952115, -0.585334, 3.070675], [1.299940, 1.020975, 3.009511], [3.622257, 1.279588, 2.466245], [3.592291, -0.086715, 1.367578], [2.941873, 1.381071, 0.868094], [-3.222201, -1.638806, -4.114089], [-3.976469, -1.394172, -2.941781], [-3.359091, -0.884564, -3.483713]],
  "atomic_forces_ev_per_a": [[0.085, -0.345, -1.313], [-2.203, 0.839, 1.712], [2.643, 0.764, -1.648], [-0.640, -1.807, 0.379], [0.012, 0.242, 0.412], [-0.589, 1.343, -0.319], [1.656, -0.366, -0.597], [0.154, -0.159, 0.665], [-0.211, 0.333, 0.420], [0.534, 0.006, -0.013], [0.466, -0.026, 0.099], [0.256, -0.316, -0.560], [-0.128, 0.079, 0.271], [-0.271, -0.689, 0.561], [-0.329, 0.335, -0.171], [0.287, 0.009, -0.103], [-0.231, -0.253, -0.301], [-0.210, 0.086, 0.028], [-0.085, -0.037, 0.148], [-0.172, -0.025, 0.345], [-0.758, 0.170, 0.297], [0.440, 1.342, 0.133], [-0.196, 0.705, 0.694], [-0.513, -2.231, -1.139]]
}

Entry 2:
{
  "formula": "H3N3O",
  "method": "ωB97M-V/def2-TZVPD",
  "smiles": "[H]/N=[N+](/N)[O-]",
  "total_charge": 0,
  "e_homo_ev": -9.60,
  "fmax_ev_per_a": 6.3,
  "relative_energy_kj_mol": 290.1,
  "symbols": ["N", "N", "N", "O", "H", "H", "H"],
  "xyz": [[-0.528450, -1.330296, -0.025127], [0.419391, 0.611635, -0.104838], [-0.763172, 0.032948, -0.105626], [-1.776278, 0.710177, 0.016317], [-1.242779, -1.932874, 0.314098], [1.213226, -0.086863, -0.059471], [0.332080, 1.605405, -0.494884]],
  "atomic_forces_ev_per_a": [[0.898, 3.811, -0.993], [1.372, 2.541, -1.007], [-0.271, -5.905, 2.187], [0.260, -0.411, -0.582], [-1.766, 0.553, 0.128], [-1.400, 1.596, -0.513], [0.907, -2.184, 0.781]]
}